This record from the OMol25 dataset describes C57H127N8O6 as an isolated structure in a non-equilibrium geometry. The level of theory is wB97M-V/def2-TZVPD.

```
198
Properties=species:S:1:pos:R:3:forces:R:3:lowdin_charge:R:1
N -0.1426 -0.6996 0.1942 0.285 -4.849 -0.971 -0.49
O 0.6030 -1.0221 -0.7611 -2.829 -2.938 0.059 -0.09
O -0.1852 -1.4030 1.2370 2.205 1.516 -2.252 -0.11
O -0.8329 0.2536 0.0538 2.407 -4.793 5.372 -0.17
C 1.9438 3.8792 -5.8898 0.777 -2.421 -2.292 -0.10
C 2.3441 2.7034 -4.9244 -0.875 0.865 -0.861 -0.17
C 1.3960 1.5203 -5.1774 -0.399 -0.182 1.020 -0.08
N 1.6518 0.2749 -4.3012 1.975 -0.614 0.281 -0.18
C 2.7093 -0.5962 -4.9874 -0.531 0.349 -0.452 0.06
C 0.3751 -0.5888 -4.0822 3.848 2.005 0.090 -0.07
C -0.3378 0.0920 -2.9236 5.841 4.626 -0.853 -0.20
C 0.7025 0.9574 -2.1755 0.575 1.482 -7.140 -0.16
C 2.0535 0.6717 -2.8545 -0.731 -1.244 -0.449 0.01
H 0.8641 4.0190 -5.9431 0.125 -0.254 -0.209 0.09
H 2.1973 3.5748 -6.9053 0.285 -0.082 -0.161 0.11
H 2.4480 4.8311 -5.7229 0.500 -0.591 -0.294 0.11
H 2.1733 3.0753 -3.9141 0.612 -0.182 0.063 0.08
H 3.3833 2.4567 -5.1417 0.013 -0.084 0.362 0.13
H 1.3629 1.2388 -6.2299 0.072 -0.264 0.133 0.15
H 0.3860 1.7484 -4.8369 -0.089 0.495 -0.550 0.11
H 2.7550 -1.5755 -4.5111 0.161 0.587 -0.222 0.07
H 3.6764 -0.1000 -5.0683 -0.081 0.065 0.453 0.13
H 2.3847 -0.7465 -6.0171 -0.180 -0.020 0.028 0.12
H 0.6856 -1.6049 -3.8386 0.052 0.754 -0.655 0.11
H -0.1340 -0.6456 -5.0443 3.399 0.950 -0.572 0.13
H -0.6857 -0.5623 -2.1242 4.075 4.180 -0.509 0.05
H -1.1327 0.7195 -3.3266 1.493 0.074 -0.101 0.10
H 0.7140 0.7447 -1.1065 -9.503 -4.936 -11.279 -0.03
H 0.5292 2.0240 -2.3187 0.024 -0.089 0.016 0.11
H 2.4479 -0.2538 -2.4351 0.178 0.377 -0.161 0.10
H 2.8089 1.4570 -2.8248 -0.139 -0.216 -0.172 0.14
C -3.8822 4.3027 2.5479 -0.109 -0.117 0.490 -0.05
C -3.5365 2.8404 2.8093 1.655 0.591 0.089 -0.17
C -1.9888 2.7485 2.7559 0.534 0.138 0.478 -0.12
N -1.4409 1.3207 2.9346 0.978 -0.093 0.915 -0.08
C 0.1048 1.2292 2.5453 -3.063 0.802 0.239 0.04
C -1.6154 0.8320 4.4018 -0.897 0.459 0.512 -0.02
C -2.9046 -0.0032 4.4227 0.760 -0.273 1.101 -0.09
C -3.2472 -0.3154 3.0149 -1.610 1.558 1.678 -0.16
C -2.1984 0.2796 2.1466 -1.013 -0.762 -0.530 -0.12
H -3.5104 4.6230 1.5746 -0.618 0.179 0.314 0.05
H -3.3826 4.9438 3.2742 -0.137 0.016 0.148 0.10
H -4.9582 4.4176 2.6784 0.091 0.376 -0.351 0.11
H -4.0009 2.1975 2.0615 -0.109 -0.104 0.038 0.11
H -3.8618 2.5497 3.8082 -0.172 -0.109 -0.127 0.13
H -1.5054 3.4607 3.4246 -0.245 -0.666 1.159 0.15
H -1.5192 3.1029 1.8383 -0.999 0.443 1.689 0.06
H 0.5434 0.2472 2.7222 -0.982 0.583 0.831 0.07
H 0.5999 2.0501 3.0641 -0.346 -0.294 -0.078 0.10
H 0.0421 1.4022 1.4709 0.326 -0.560 1.697 0.04
H -0.6840 0.2863 4.5528 -0.792 0.249 0.734 0.10
H -1.8324 1.5868 5.1577 0.799 0.882 -0.628 0.15
H -2.7096 -0.9596 4.9079 -0.138 0.386 0.597 0.12
H -3.7275 0.5058 4.9245 0.245 -0.021 0.172 0.13
H -3.3450 -1.3959 2.9094 -1.644 3.119 4.540 0.08
H -4.2298 0.1112 2.8135 -0.093 -0.084 -0.348 0.14
H -1.5303 -0.4533 1.6943 -0.846 1.390 1.903 0.10
H -2.7072 0.6241 1.2463 0.257 0.060 0.983 0.08
C 2.7244 -3.0897 -2.8125 -1.395 -2.425 -3.516 -0.14
C 1.3899 -3.0433 -2.2139 -2.430 -0.293 1.058 -0.23
C 0.8274 -4.3967 -1.7063 -0.339 1.290 -1.374 -0.03
N -0.5795 -4.3153 -1.0930 0.041 -0.894 0.686 -0.13
C -1.6536 -3.8184 -2.0696 1.798 -1.430 0.845 0.03
C -0.5896 -3.5803 0.2675 1.594 0.587 -2.078 -0.16
C -1.3707 -4.3897 1.1927 -0.633 0.153 0.076 -0.20
C -0.9348 -5.7017 0.8555 0.285 -2.660 1.521 -0.14
C -0.9600 -5.7462 -0.6323 0.747 -0.676 0.065 -0.03
H 3.0627 -2.0642 -2.9608 -0.022 -1.524 -0.959 0.04
H 2.5846 -3.5648 -3.7835 0.481 -0.433 -0.214 0.13
H 3.4111 -3.6080 -2.1433 -2.064 -1.941 -2.676 0.08
H 0.7300 -2.6345 -2.9791 -0.297 -0.877 0.633 0.08
H 1.3086 -2.3372 -1.3875 0.490 -1.021 -0.976 0.06
H 1.5855 -4.7348 -0.9998 -0.774 -0.799 0.145 0.13
H 0.6835 -5.0581 -2.5607 0.407 -0.353 0.210 0.15
H -1.6827 -4.5555 -2.8720 -0.038 0.306 -0.249 0.15
H -1.4399 -2.7881 -2.3540 0.501 -1.188 -0.109 0.06
H -2.6156 -3.7934 -1.5577 0.772 -1.190 0.187 0.09
H -1.0808 -2.6110 0.1823 3.557 -2.021 0.157 0.06
H 0.4603 -3.4953 0.5479 -0.956 -0.260 -0.649 0.10
H -2.4300 -4.2930 0.9549 0.877 -1.253 -0.555 0.13
H -1.1486 -3.9913 2.1827 -0.918 -1.116 -0.249 0.13
H -1.5701 -6.4651 1.3046 0.023 -0.246 -0.219 0.16
H 0.0207 -5.8100 1.3688 0.560 -0.763 -0.740 0.14
H -1.9673 -5.9793 -0.9774 0.248 -0.074 -0.275 0.15
H -0.2027 -6.4806 -0.9068 -0.334 0.137 -0.968 0.15
C 1.6473 0.5353 0.1394 4.373 3.662 5.279 -0.04
C 2.0773 1.8727 0.8775 0.251 0.215 -1.019 -0.13
C 2.9771 1.6606 2.0534 0.813 0.139 1.133 -0.14
N 3.5847 2.8816 2.7392 0.258 0.582 -0.253 -0.23
C 4.4258 3.6734 1.7370 -1.441 0.237 0.016 0.05
C 4.5311 2.4352 3.8373 -0.615 -0.888 0.501 -0.09
C 4.5173 3.5301 4.9138 0.182 0.137 -0.146 -0.11
C 3.3428 4.4759 4.6338 -0.261 -0.030 -0.375 -0.12
C 2.5649 3.7876 3.5055 0.186 -0.493 -0.434 -0.06
H 2.4326 -0.1696 -0.1336 -0.226 0.983 0.006 0.10
H 1.1311 0.9592 -0.7219 11.076 4.803 10.764 -0.03
H 0.8732 -0.0246 0.6642 5.029 3.487 2.120 0.04
H 1.1630 2.4140 1.1204 0.661 0.078 0.178 0.08
H 2.5007 2.6331 0.2213 0.711 -0.484 -0.644 0.12
H 3.8507 1.0656 1.7869 0.087 0.063 -0.355 0.14
H 2.5104 1.0612 2.8352 -0.060 0.485 0.069 0.10
H 4.9170 3.0117 1.0237 0.302 -0.136 0.511 0.12
H 5.0954 4.3481 2.2705 0.008 -0.212 -0.118 0.13
H 3.7022 4.2445 1.1553 0.218 0.308 0.036 0.10
H 5.4478 2.0742 3.3710 0.329 0.792 0.080 0.15
H 4.1543 1.5147 4.2831 -0.539 -0.012 -0.083 0.13
H 5.4652 4.0682 4.9077 -0.100 -0.140 0.556 0.13
H 4.2177 3.1084 5.8732 1.136 -0.302 0.023 0.13
H 3.6463 5.5064 4.4493 0.041 -0.161 -0.577 0.13
H 2.7333 4.5608 5.5335 -0.213 -0.136 -0.178 0.13
H 2.0187 4.4538 2.8378 0.364 0.008 -0.282 0.13
H 1.8370 3.0559 3.8562 0.213 0.183 0.517 0.11
C 3.9642 -1.9813 -1.2201 2.402 1.704 2.578 -0.10
C 3.7453 -1.9655 0.2624 0.111 0.165 0.855 -0.18
C 2.5218 -2.7591 0.6374 -0.758 0.121 0.902 -0.12
N 2.2174 -2.7679 2.1357 -0.759 -0.458 1.298 -0.13
C 2.1385 -1.2925 2.6957 1.791 -2.182 -0.090 0.06
C 0.8944 -3.4151 2.5786 -0.093 -0.458 -0.248 -0.14
C 1.0658 -4.0301 3.9643 -1.077 0.458 0.564 -0.11
C 2.5440 -4.1385 4.2422 0.400 0.475 -0.575 -0.08
C 3.1361 -3.7124 2.8672 2.173 0.155 0.360 -0.07
H 4.9294 -1.4985 -1.3726 -0.097 0.446 -0.423 0.13
H 3.1419 -1.4649 -1.7154 1.044 0.187 1.303 0.03
H 4.0597 -2.9742 -1.6594 2.216 2.532 2.612 0.05
H 3.5314 -0.9434 0.5748 0.784 -0.229 0.264 0.07
H 4.6608 -2.2835 0.7614 -0.148 -0.209 0.218 0.14
H 2.5633 -3.7530 0.1919 0.314 -0.342 0.935 0.13
H 1.6181 -2.3364 0.1983 0.925 0.215 0.418 0.08
H 1.4638 -0.8030 1.9934 1.057 -0.359 0.934 0.05
H 3.1360 -0.8613 2.7806 0.157 -0.315 -0.703 0.10
H 1.7865 -1.3343 3.7265 -0.312 -0.216 -0.448 0.12
H 0.0704 -2.7110 2.4633 2.320 -1.332 0.496 0.07
H 0.6206 -4.2490 1.9322 1.449 0.226 0.326 0.09
H 0.5396 -3.4716 4.7384 0.375 0.055 -0.094 0.11
H 0.5182 -4.9726 3.9654 0.328 -0.273 -0.041 0.14
H 2.8460 -3.4987 5.0714 0.031 0.324 -0.279 0.13
H 2.7980 -5.1360 4.6009 0.397 -0.047 -0.644 0.14
H 4.1012 -3.2068 2.8337 0.205 -0.096 0.727 0.13
H 3.3111 -4.5665 2.2130 -0.502 -0.152 -0.050 0.14
C 0.8875 5.2104 -3.8966 -0.097 0.802 0.441 -0.09
C -0.1032 4.1287 -3.4715 -0.092 0.719 0.815 -0.21
C -0.4181 4.3704 -1.9699 -2.025 -1.208 -0.333 -0.04
N -1.8524 3.8381 -1.6105 -2.463 -0.101 -0.982 -0.19
C -2.9284 4.8075 -2.2383 0.767 -0.271 -0.095 0.07
C -2.1214 3.7273 -0.1023 1.091 1.274 -1.472 -0.06
C -1.6152 2.3730 0.3009 -0.122 0.348 -0.956 -0.19
C -1.4726 1.5885 -0.9149 -2.627 2.701 -6.816 -0.30
C -2.1275 2.3765 -2.0246 -0.410 1.882 0.105 -0.04
H 0.4445 6.2063 -3.8904 -0.303 -0.062 -0.173 0.11
H 1.3323 4.9849 -4.8658 -1.366 1.510 2.017 -0.02
H 1.7354 5.3245 -3.2211 0.049 -0.355 0.423 0.10
H 0.2590 3.1245 -3.6917 0.213 0.342 0.635 0.04
H -1.0185 4.1134 -4.0632 -0.139 0.697 -0.039 0.12
H -0.5313 5.4148 -1.6791 0.534 0.069 -0.316 0.14
H 0.2652 3.8488 -1.2998 0.124 0.117 0.041 0.13
H -2.7323 4.9965 -3.2938 0.608 0.080 0.197 0.10
H -2.9198 5.7426 -1.6784 0.085 -0.104 -0.039 0.12
H -3.9399 4.4043 -2.2858 0.186 -0.483 0.782 0.11
H -3.1915 3.8096 0.0882 0.249 0.183 -0.494 0.13
H -1.5639 4.5760 0.2940 -0.380 0.049 0.489 0.15
H -2.3750 1.9176 0.9361 0.651 0.806 -1.071 0.08
H -0.6686 2.3342 0.8400 -0.748 0.899 -0.959 0.09
H -2.0058 0.6433 -0.8137 -0.605 1.733 -1.793 0.09
H -0.5086 1.1742 -1.2103 -2.631 3.248 -0.276 0.06
H -3.2005 2.1917 -1.9726 -0.325 0.599 0.082 0.14
H -1.9066 2.2270 -3.0815 0.493 0.204 0.199 0.13
C -1.9407 -1.2765 -4.3143 -2.303 -0.094 0.179 -0.01
C -2.1498 -0.9830 -2.8318 -4.727 -3.269 -0.273 -0.29
C -3.3553 -1.7567 -2.3613 -1.769 1.194 1.317 -0.05
N -3.6723 -1.5038 -0.8493 -1.328 1.472 0.176 -0.14
C -4.1210 -0.0245 -0.5610 0.313 -1.109 0.193 0.08
C -2.5826 -1.9430 0.0961 -1.571 0.313 -1.266 -0.12
C -3.2136 -2.4258 1.3763 -2.802 -0.481 -1.156 -0.15
C -4.7254 -2.4643 1.1445 -0.655 -0.524 -1.344 -0.07
C -4.8444 -2.3731 -0.3772 -0.358 0.165 -0.277 -0.06
H -1.9010 -2.3537 -4.4759 -0.037 0.026 -0.366 0.12
H -1.0523 -0.7729 -4.6956 -4.858 -1.413 0.460 0.00
H -2.7989 -0.8383 -4.8236 -0.199 -0.356 -0.312 0.13
H -2.1658 0.1003 -2.7121 -2.362 -1.386 0.750 0.09
H -1.2190 -1.2442 -2.3283 -4.342 -4.135 -0.333 0.04
H -3.3058 -2.8451 -2.3940 -0.606 1.200 -0.936 0.09
H -4.2409 -1.4198 -2.9001 -0.185 -0.109 0.074 0.16
H -3.2480 0.6280 -0.5635 -1.192 -0.459 -0.404 0.04
H -4.4822 0.0329 0.4658 -0.411 -0.424 -0.139 0.11
H -4.8883 0.3149 -1.2570 0.046 -0.369 -0.056 0.13
H -1.8015 -1.1942 0.2275 -2.772 -0.559 -0.539 0.11
H -2.0319 -2.7625 -0.3656 -3.246 1.014 -0.875 0.07
H -3.0582 -1.7322 2.2026 1.174 -3.248 -5.366 0.00
H -2.8743 -3.4297 1.6317 -1.373 2.329 0.655 0.10
H -5.3690 -1.7319 1.6318 0.480 0.442 0.163 0.13
H -5.1812 -3.4058 1.4509 0.163 -0.126 0.026 0.14
H -5.7623 -1.9250 -0.7578 0.001 -0.135 -0.032 0.15
H -4.7198 -3.3576 -0.8282 0.038 -0.011 -0.114 0.14
O -1.5355 -2.3728 2.8497 -0.064 -0.189 2.809 -0.08
C -0.9495 -2.0349 4.0225 -0.832 -1.444 4.856 -0.80
O -0.0723 -1.1643 3.9900 1.074 0.554 -1.240 -0.07
O -1.3079 -2.6204 5.0602 -0.406 0.172 -1.807 0.08
H -1.1200 -1.8191 2.1846 -0.679 -0.029 0.507 0.00
```
Forces are in eV/Å.

Summary:
* maximum force: 16.2 eV Å⁻¹
* energy above the lowest of the compared OMol25 structures with the same formula, charge and spin: 4887.01 kJ/mol
* HOMO-LUMO gap: 6.470 eV
* total charge: +5